No. 1
Here is a molecular structure, C3H4ClNS at a distorted geometry from OMol25. Energies are from the ωB97M-V functional and the def2-TZVPD basis.

```
10
C3H4ClNS | OMol25 | the ωB97M-V functional and the def2-TZVPD basis
C -1.41203 -1.38056 -0.25683
C 1.46116 0.19349 0.48943
C -0.94678 0.55833 -0.37984
N -1.65194 -2.47749 -0.41189
S 0.06734 1.21379 0.93243
Cl -2.46755 1.39545 -0.37194
H 1.14007 -0.84522 0.68173
H 2.36767 0.42378 1.21831
H 1.86202 0.23378 -0.61706
H -0.41997 0.68466 -1.28434
```

Max |F| = 0.122 hartree/bohr
Net charge = 0
HOMO energy = -10.0 eV

Atomic partial charges in e from the natural (NBO) method, atoms 1 to 8:
1 C 0.193
2 C -0.806
3 C -0.332
4 N -0.399
5 S 0.339
6 Cl 0.057
7 H 0.239
8 H 0.256

No. 2
Here is a molecular structure, C35H44N4P2RuSSi2 from OMol25. Energies are from the ωB97M-V functional and the def2-TZVPD basis.

```
89
C35H44N4P2RuSSi2 | OMol25 | the ωB97M-V functional and the def2-TZVPD basis
Ru 0.30192 -0.59207 0.91338
C -0.36863 -3.09392 2.04422
Si -1.52351 -3.10385 0.54092
C -1.05290 -4.47152 -0.61714
C -3.29023 -3.16512 1.09654
N -1.13835 -1.56134 -0.19231
P -1.73018 -0.20597 -0.85863
C -0.45832 0.81499 -0.16664
P 1.09785 1.39210 -0.81247
N 1.94390 0.11583 -0.33496
Si 3.48064 -0.69261 -0.55854
C 3.99197 -1.23718 1.16096
C 3.20616 -2.21119 -1.60790
C 4.73881 0.45861 -1.29553
C 1.46604 2.93190 0.01060
C 0.52350 3.56841 0.81211
C 0.84260 4.76682 1.43477
C 2.10117 5.32232 1.25954
C 3.04531 4.68924 0.45816
C 2.72974 3.49810 -0.17024
C 1.12128 1.70482 -2.56824
C 1.35523 0.64645 -3.44665
C 1.36230 0.87501 -4.81130
C 1.12602 2.15438 -5.30016
C 0.88037 3.20804 -4.43027
C 0.88019 2.98813 -3.06177
C -1.78076 -0.28862 -2.63381
C -1.34365 -1.44812 -3.26955
C -1.38370 -1.52579 -4.65425
C -1.83448 -0.44198 -5.39316
C -2.24949 0.72509 -4.75941
C -2.23227 0.80317 -3.37878
C -3.32304 0.30609 -0.25692
C -3.41968 0.94743 0.97970
C -4.66583 1.25289 1.49811
C -5.81325 0.91279 0.79063
C -5.72111 0.27183 -0.43694
C -4.47656 -0.03250 -0.96609
H -0.27647 -4.10178 2.45922
H 0.68537 -2.80160 1.85494
H -0.76746 -2.46859 2.84944
H -1.18494 -5.44457 -0.13844
H -1.67476 -4.46756 -1.51488
H -0.00833 -4.38993 -0.92610
H -3.49979 -4.08318 1.64961
H -3.53217 -2.31562 1.73963
H -3.96854 -3.13914 0.24067
H 3.28391 -1.97011 1.56549
H 4.97161 -1.71901 1.14688
H 4.05102 -0.36380 1.81778
H 2.30246 -2.74350 -1.29718
H 3.10761 -1.97518 -2.66894
H 4.04795 -2.90063 -1.50953
H 5.02525 1.24595 -0.59549
H 5.64564 -0.09137 -1.55722
H 4.36797 0.92727 -2.21063
H -0.45972 3.13231 0.94811
H 0.11011 5.26677 2.05378
H 2.34898 6.25650 1.74563
H 4.02283 5.13074 0.31927
H 3.46114 3.01540 -0.80858
H 1.52906 -0.34929 -3.05909
H 1.55390 0.05951 -5.49601
H 1.14006 2.33192 -6.36760
H 0.70246 4.20183 -4.81804
H 0.70573 3.81208 -2.38114
H -0.97255 -2.27888 -2.68206
H -1.06192 -2.42908 -5.15504
H -1.86604 -0.50452 -6.47310
H -2.59617 1.56621 -5.34439
H -2.57160 1.70628 -2.88364
H -2.52222 1.21253 1.52846
H -4.74827 1.76194 2.44891
H -6.78606 1.15468 1.19763
H -6.61779 0.01513 -0.98413
H -4.40427 -0.52592 -1.92734
C -0.94542 -0.34030 5.53997
N 0.39921 -0.80950 5.21723
C 1.12864 -1.70783 5.97516
C 2.30766 -1.89925 5.34829
N 2.27690 -1.11122 4.21790
C 1.10976 -0.45232 4.13722
S 0.63777 0.69943 2.93493
H -1.09289 -0.43862 6.61130
H -1.68702 -0.93555 5.00975
H -1.03777 0.70256 5.25226
H 0.74604 -2.11879 6.89231
H 3.15564 -2.50640 5.60840
H 3.02705 -0.99654 3.55096
```

Multiplicity = 5
Max |F| = 0.005 hartree/bohr
Expectation value of S² = 6.024
Net charge = +2
HOMO energy (spin up / spin down) = -13.1 / -14.0 eV

Atomic partial charges in e from the Mulliken method, atoms 1 to 8:
1 Ru -0.083
2 C -0.760
3 Si -0.427
4 C -1.015
5 C -1.064
6 N -0.258
7 P 3.207
8 C -1.499

No. 3
Here is 3 unconnected molecules or ions with the total composition C23H51N2O7 from OMol25. Energies are from the ωB97M-V functional and the def2-TZVPD basis.

```
83
C23H51N2O7 | OMol25 | the ωB97M-V functional and the def2-TZVPD basis
C 4.42715 -0.22334 -0.82422
O 4.00721 0.62811 -1.86179
C 2.93323 1.49454 -1.54028
C 2.19538 1.88725 -2.79981
C 0.95608 2.73400 -2.50949
C -0.19372 1.91284 -1.89070
C -0.98678 2.64695 -0.80201
C -1.55487 1.72774 0.28898
C -2.84458 1.00020 -0.10874
C -2.63249 -0.15350 -1.09909
C -3.09910 0.16205 -2.52355
C -2.38278 -0.72689 -3.56127
O -2.41283 -1.95243 -3.31353
O -1.85117 -0.13659 -4.51253
H 3.78122 -0.16242 0.05393
H 4.42608 -1.25649 -1.17823
H 5.44359 0.01555 -0.49930
H 2.25093 1.01335 -0.83463
H 3.32236 2.39752 -1.04560
H 2.87931 2.40203 -3.47620
H 1.87026 0.97946 -3.31482
H 1.20807 3.59706 -1.88728
H 0.61458 3.12627 -3.46924
H -0.85020 1.60414 -2.70372
H 0.21261 0.98509 -1.48556
H -0.34786 3.39434 -0.32597
H -1.83439 3.16292 -1.25978
H -1.74281 2.29577 1.20391
H -0.80415 0.97159 0.53933
H -3.30715 0.61882 0.80769
H -3.54491 1.73143 -0.52050
H -3.12452 -1.06686 -0.76997
H -1.57134 -0.40430 -1.15028
H -2.91890 1.20905 -2.77188
H -4.17652 -0.00350 -2.61073
C 5.08396 0.27833 3.14422
O 6.18627 0.56923 2.30840
C 6.79708 1.82856 2.54793
C 8.18422 1.66122 3.12756
N 8.13482 1.12501 4.48103
C 9.42912 0.74573 5.03544
C 10.20572 -0.37357 4.35112
O 9.60387 -1.64752 4.46046
C 8.63761 -1.95597 3.47201
H 4.60650 -0.61626 2.74834
H 5.38726 0.08401 4.17955
H 4.35542 1.09409 3.13768
H 6.17254 2.44236 3.20362
H 6.88105 2.34057 1.58504
H 8.67510 2.63898 3.15520
H 8.75189 1.02160 2.43780
H 7.52389 0.31862 4.49402
H 9.26528 0.44524 6.07328
H 10.06489 1.63730 5.05967
H 11.17162 -0.45581 4.85706
H 10.41772 -0.14596 3.29918
H 8.87325 -1.48201 2.51575
H 7.62994 -1.65970 3.77623
H 8.64159 -3.03720 3.33589
C -7.77452 -4.06734 -3.24610
O -8.86359 -3.41718 -2.61489
C -9.02157 -3.72624 -1.23828
C -8.69116 -2.53597 -0.36413
N -7.26967 -2.23785 -0.40778
C -6.86950 -1.00172 0.25411
C -7.42191 0.31695 -0.27658
O -6.97370 0.64784 -1.57077
C -7.72098 0.11482 -2.64456
H -7.85440 -3.86628 -4.31261
H -6.80651 -3.69801 -2.89473
H -7.81672 -5.14947 -3.08836
H -8.40169 -4.58506 -0.96344
H -10.06998 -3.99963 -1.08115
H -8.96994 -2.77085 0.66864
H -9.31843 -1.69598 -0.69686
H -6.96571 -2.20254 -1.37230
H -5.77987 -0.94688 0.19735
H -7.13094 -1.07780 1.31584
H -7.04692 1.10490 0.38266
H -8.51906 0.36240 -0.23388
H -8.78312 0.02902 -2.39401
H -7.34551 -0.86248 -2.96005
H -7.61216 0.79677 -3.48773
```

Max |F| = 0.018 hartree/bohr
Net charge = -1
HOMO energy = -4.1 eV

Atomic partial charges in e from the Mulliken method, atoms 1 to 8:
1 C -0.515
2 O -0.365
3 C -0.165
4 C -0.785
5 C -0.971
6 C 0.067
7 C -0.561
8 C -1.187

No. 4
Here is a single C23H34N4O molecule from OMol25. Energies are from the ωB97M-V functional and the def2-TZVPD basis.

```
62
C23H34N4O | OMol25 | the ωB97M-V functional and the def2-TZVPD basis
C 5.58046 2.89546 -5.38410
C 5.14483 2.03316 -4.23793
C 5.89682 0.91829 -3.87787
C 5.51029 0.11503 -2.81897
C 4.36724 0.41079 -2.10143
C 3.60301 1.52283 -2.44828
C 2.39323 1.84955 -1.69422
N 1.69186 2.91914 -2.06887
C 0.60677 3.21198 -1.38059
C 0.17907 2.46072 -0.29098
C -1.04030 2.79905 0.51223
N -1.75113 1.59913 0.90162
C -2.71032 1.83528 1.96622
C -3.59843 0.58415 2.13604
N -2.96129 -0.62187 1.65455
C -1.78556 -0.98821 2.43546
C -1.43153 -2.46704 2.26851
C -0.46084 -2.97926 3.33864
C -0.28254 -4.48959 3.19047
C 0.89532 -2.28272 3.24791
C -2.72391 -0.52580 0.21628
C -3.93965 -1.03987 -0.57075
C -4.36265 -2.45536 -0.16810
O -3.43844 -3.44627 -0.54421
C -2.38472 0.91954 -0.21216
C 0.97974 1.35981 0.00974
N 2.06166 1.05566 -0.67430
C 3.99993 2.32577 -3.51631
H 4.85608 3.68264 -5.57484
H 6.54388 3.35535 -5.16580
H 5.69504 2.29831 -6.28768
H 6.79257 0.68131 -4.43470
H 6.10580 -0.74645 -2.55352
H 4.05073 -0.20307 -1.27340
H 0.05686 4.08538 -1.71417
H -1.67926 3.50228 -0.05479
H -0.72349 3.30789 1.43067
H -2.14705 2.03634 2.88266
H -3.34730 2.71374 1.75653
H -4.52704 0.70903 1.57435
H -3.86293 0.45186 3.18712
H -0.92168 -0.36053 2.18306
H -2.03725 -0.81448 3.48509
H -2.35670 -3.04469 2.32654
H -0.97665 -2.63946 1.28984
H -0.89282 -2.77664 4.32534
H -1.23926 -5.00093 3.26870
H 0.37565 -4.87426 3.96606
H 0.15492 -4.72672 2.22283
H 1.58737 -2.71112 3.96962
H 1.31998 -2.40578 2.25361
H 0.80583 -1.22009 3.45699
H -1.86379 -1.15693 -0.02046
H -3.69694 -1.02598 -1.63487
H -4.79054 -0.37720 -0.40604
H -5.29130 -2.71714 -0.68122
H -4.53734 -2.47707 0.91549
H -2.62502 -3.29902 -0.04985
H -1.69274 0.90006 -1.05637
H -3.29704 1.45167 -0.53771
H 0.72879 0.69990 0.83045
H 3.39371 3.18243 -3.76811
```

SMILES string = Cc1cccc(-c2ncc(CN3CCN(CCC(C)C)[C@@H](CCO)C3)cn2)c1
Max |F| = 0.013 hartree/bohr
Net charge = 0
HOMO energy = -8.4 eV

Atomic partial charges in e from the natural (NBO) method, atoms 1 to 8:
1 C -0.626
2 C -0.022
3 C -0.200
4 C -0.209
5 C -0.197
6 C -0.023
7 C 0.374
8 N -0.455

No. 5
Here is a molecular structure, C48H47AsN2O11S3Ti from OMol25. Energies are from the ωB97M-V functional and the def2-TZVPD basis.

```
113
C48H47AsN2O11S3Ti | OMol25 | the ωB97M-V functional and the def2-TZVPD basis
Ti 0.33091 1.46416 0.58005
C 2.30745 6.14423 -0.76474
N 2.38845 4.68254 -0.78638
C 2.85472 4.05984 -2.02333
C 1.85258 3.97426 0.16854
O 1.82070 2.69854 0.12320
C 1.22376 4.65294 1.36407
O 0.80267 3.66204 2.26470
C 1.78559 3.16394 3.13662
C 1.36173 1.74393 3.46506
O 0.61371 1.13889 2.66294
N 1.79818 1.18278 4.57786
C 1.43553 -0.19307 4.90810
C 2.64335 1.88656 5.54178
H 2.77144 6.54914 0.13293
H 2.84359 6.52692 -1.62731
H 1.26609 6.46278 -0.82596
H 3.87766 4.37697 -2.22021
H 2.81071 2.98037 -1.92732
H 2.20709 4.37405 -2.84184
H 1.90911 5.37213 1.82190
H 0.31822 5.17415 1.02951
H 2.77558 3.11303 2.66225
H 1.85916 3.78970 4.02884
H 0.73279 -0.56642 4.17231
H 2.32943 -0.81691 4.91102
H 0.98118 -0.21997 5.89803
H 2.05424 2.55933 6.16595
H 3.11274 1.14494 6.18204
H 3.43657 2.44121 5.04467
O -3.69737 3.13836 1.54054
As -2.35809 3.53133 0.47995
O -1.81048 5.01587 0.77163
O -1.21037 2.28912 0.94936
C -3.07692 2.83080 -1.17068
C -4.45710 2.69789 -1.25522
C -5.03487 2.13620 -2.38992
C -4.24053 1.68878 -3.43299
C -2.85865 1.82128 -3.35798
C -2.29367 2.39570 -2.23688
S -0.54542 2.59592 -2.16546
O -0.32985 3.80399 -1.40323
O 0.02101 2.48821 -3.46988
O -0.10564 1.40257 -1.31231
H -3.76208 3.81408 2.22983
H -5.08416 3.02768 -0.43835
H -6.11185 2.05867 -2.45389
H -4.69139 1.25151 -4.31330
H -2.21771 1.49633 -4.16717
C -5.97620 -0.15790 4.62614
C -4.97331 -0.26802 3.51660
C -5.35924 -0.04852 2.19536
C -4.44133 -0.13935 1.16390
C -3.12909 -0.48026 1.46049
C -2.71455 -0.70583 2.76645
C -3.64040 -0.58866 3.78533
S -2.01347 -0.62717 0.11176
O -0.62567 -0.26375 0.69232
C -1.77626 -2.38921 -0.05727
C -2.56687 -3.30645 0.66207
C -2.31752 -4.64226 0.53550
C -1.27396 -5.11223 -0.29516
C -1.00286 -6.49584 -0.41923
C -0.00720 -6.93758 -1.24099
C 0.76329 -6.01546 -1.98095
C 0.52802 -4.67412 -1.88341
C -0.49470 -4.18304 -1.03144
C -0.77279 -2.79112 -0.91076
C -0.03106 -1.85460 -1.81228
C -0.56645 -1.60311 -3.11263
C -1.82427 -2.11213 -3.52055
C -2.30927 -1.84541 -4.77013
C -1.56666 -1.05975 -5.67484
C -0.34880 -0.55854 -5.30981
C 0.18416 -0.82219 -4.02739
C 1.46120 -0.33099 -3.65496
C 1.96070 -0.57065 -2.41314
C 1.19620 -1.32255 -1.49659
S 1.74054 -1.39456 0.19421
O 1.89440 0.10218 0.55487
C 3.42335 -1.93348 0.03562
C 4.48257 -1.04306 0.02486
C 5.76949 -1.54046 -0.11213
C 6.00718 -2.90614 -0.24352
C 7.40308 -3.43947 -0.37314
C 4.91713 -3.77826 -0.22592
C 3.62776 -3.30373 -0.07748
H -6.45075 0.82393 4.62000
H -5.51527 -0.30904 5.59992
H -6.76564 -0.90060 4.50342
H -6.38705 0.21025 1.97502
H -4.73747 0.05329 0.13947
H -1.68157 -0.95854 2.96960
H -3.33445 -0.75667 4.81002
H -3.35540 -2.95772 1.31331
H -2.91917 -5.35925 1.07913
H -1.60284 -7.19545 0.14846
H 0.19182 -7.99636 -1.33500
H 1.54239 -6.37934 -2.63755
H 1.12014 -3.98024 -2.46577
H -2.39941 -2.72843 -2.84128
H -3.26650 -2.24847 -5.07357
H -1.96224 -0.86249 -6.66237
H 0.22975 0.04426 -5.99798
H 2.02601 0.24778 -4.37410
H 2.92892 -0.18878 -2.11575
H 4.29821 0.01826 0.12796
H 6.60632 -0.85363 -0.12096
H 8.10696 -2.65345 -0.63979
H 7.45470 -4.22088 -1.13067
H 7.73082 -3.87726 0.57146
H 5.08542 -4.84348 -0.32182
H 2.78937 -3.99129 -0.05227
```

Max |F| = 0.019 hartree/bohr
Net charge = +2
HOMO energy = -12.7 eV

Atomic partial charges in e from the Mulliken method, atoms 1 to 8:
1 Ti 0.253
2 C -1.012
3 N 0.204
4 C -1.053
5 C 0.751
6 O -0.605
7 C -1.555
8 O -0.326

No. 6
Here is a gas-phase ion, C2H4N3O (charge +1) at a distorted geometry from OMol25. Energies are from the ωB97M-V functional and the def2-TZVPD basis.

```
10
C2H4N3O | OMol25 | the ωB97M-V functional and the def2-TZVPD basis
C 0.01883 1.35917 -0.27623
C -0.14567 -0.72778 0.67892
N 0.08020 0.88445 -1.42661
N -0.01846 0.55969 0.93744
N -0.08028 -1.22775 -0.49826
O -0.04169 -0.41910 -1.71342
H 0.04644 2.45977 -0.31635
H -0.14980 -1.53799 1.54817
H 0.11352 0.77327 1.90050
H 0.17692 -2.12374 -0.83417
```

Multiplicity = 3
Max |F| = 0.162 hartree/bohr
Expectation value of S² = 2.005
Net charge = +1
HOMO energy (spin up / spin down) = -11.5 / -16.7 eV

Atomic partial charges in e from the natural (NBO) method, atoms 1 to 8:
1 C 0.196
2 C 0.024
3 N -0.078
4 N -0.425
5 N -0.196
6 O 0.017
7 H 0.274
8 H 0.270

Which of these has the lowest max |F|?
C35H44N4P2RuSSi2

What is the formula in the second record?
C35H44N4P2RuSSi2